58
Properties=species:S:1:pos:R:3:forces:R:3 method="wB97M-V/def2-TZVPD" lumo_ev=-3.26 spin_multiplicity=1 total_charge=+1 energy_ev=-870878.1157 mol_weight_da=1229.3
C 2.578222 -2.433853 -0.105950 -0.47 -0.45 1.51
C 2.352273 -1.228888 1.033320 0.93 -1.12 0.58
C 3.184110 0.138054 0.716717 0.31 -1.12 0.28
C 2.562799 1.140002 -0.405518 2.28 2.73 1.30
C 2.194990 2.615055 0.294410 -1.02 -0.24 -0.39
S 1.224482 0.458620 -1.504929 -0.07 0.23 -0.49
C -0.384375 0.090571 -0.645154 -1.97 -0.28 1.53
C -0.705259 0.937290 0.710150 0.06 1.62 0.17
C -2.147167 0.625701 1.422305 0.18 0.49 0.42
C -3.411982 0.437292 0.405247 -0.77 1.45 1.17
N -3.525256 -0.892489 -0.283878 1.69 -1.51 1.60
C -3.382708 -2.078956 0.634754 -3.22 0.65 3.13
C -2.346236 -3.289543 0.162456 0.40 0.68 0.54
O -4.116251 -2.093493 1.753792 4.80 -0.07 -6.52
H 2.506673 -3.445444 0.521949 0.07 2.10 -1.59
H 3.664730 -2.406627 -0.540613 -2.23 0.12 0.57
H 1.724979 -2.464945 -0.907067 1.90 0.11 1.26
H 1.214846 -1.075754 1.307534 2.31 -0.15 -0.73
H 2.841279 -1.685175 2.023521 -1.08 1.19 -2.12
H 4.267175 -0.204890 0.349368 -2.41 0.78 0.78
H 3.341546 0.700143 1.746271 -0.48 -0.83 -2.36
H 3.470745 1.408666 -1.136486 -2.33 -0.87 1.02
H 3.139250 3.308957 0.404434 -1.82 -1.69 -0.24
H 1.675129 2.439227 1.333757 1.18 0.43 -2.07
H 1.405343 3.158780 -0.393419 1.70 -0.92 1.39
H 0.910666 1.537567 -2.395081 0.38 -1.05 1.58
H -1.253740 0.350349 -1.421326 2.18 -0.73 1.48
H -0.373276 -1.071907 -0.373762 0.14 2.52 -1.00
H -0.705989 2.090535 0.401737 0.01 -2.62 0.62
H 0.117529 0.847803 1.556911 -1.53 -0.10 -2.00
H -1.990376 -0.246524 2.198024 -0.67 1.51 -1.74
H -2.399943 1.586939 2.084895 0.63 -2.05 -1.42
H -4.412390 0.615475 1.028932 2.34 -0.53 -1.34
H -3.370979 1.355437 -0.356858 -0.12 -2.25 1.27
H -2.965484 -0.969690 -1.158831 -0.56 -0.09 1.22
H -1.506836 -3.345176 0.998311 -1.85 0.13 -1.58
H -1.768756 -3.027178 -0.847057 -1.58 -0.60 2.06
H -2.861956 -4.338481 0.118270 0.86 2.21 0.02
C 2.871030 -4.966764 -3.854682 0.04 -0.25 -0.20
Br 2.945401 -3.070609 -4.282552 0.01 -0.49 0.24
Br 4.546106 -5.604359 -3.098314 -0.48 0.25 -0.15
Br 1.353460 -5.392557 -2.714496 0.37 0.15 -0.22
H 2.722051 -5.501921 -4.798312 0.05 0.24 0.43
C 5.286894 0.136518 -3.563884 0.37 -0.30 0.09
Br 5.848545 1.809854 -2.746263 -0.20 -0.35 -0.20
Br 3.474105 0.244390 -4.261493 0.37 0.26 0.01
Br 6.548141 -0.467544 -4.916181 -0.50 0.25 0.42
H 5.280363 -0.619893 -2.772162 -0.04 0.30 -0.36
C -2.587519 4.823930 1.441174 -0.37 0.02 0.15
Br -2.164391 4.574883 3.323446 -0.02 0.06 -0.57
Br -3.540534 6.490698 1.127894 0.36 -0.52 0.09
Br -1.006764 4.671739 0.317612 -0.26 0.30 0.18
H -3.262744 4.010826 1.154891 0.36 0.34 0.13
C -5.825831 1.943951 3.872921 -0.14 -0.05 0.39
Br -4.310901 0.815502 4.337246 -0.42 0.26 -0.15
Br -5.497835 2.963908 2.249159 -0.27 -0.18 0.28
Br -7.480576 0.926643 3.766871 0.56 0.30 -0.06
H -5.946810 2.667353 4.685989 0.08 -0.29 -0.41

***

56
Properties=species:S:1:pos:R:3:forces:R:3 method="wB97M-V/def2-TZVPD" relative_energy_kcal_mol=0.0 lumo_ev=0.21 spin_multiplicity=1 energy_ev=-79226.5357 mol_weight_da=491.3
C -3.498503 -0.596083 -2.394703 0.07 0.09 -0.06
C -2.423728 -0.111811 -1.657309 0.32 0.10 -0.32
N -1.664454 -0.926653 -0.881541 -0.39 -0.43 -0.75
C -1.905544 -2.260340 -0.948498 -0.12 -0.28 0.03
C -2.926126 -2.795472 -1.728329 -0.01 0.55 0.07
C -3.760794 -1.948963 -2.439146 0.63 0.13 0.50
C -2.054764 1.349863 -1.835927 -0.47 0.32 0.16
P -0.287421 1.695353 -1.504633 -0.38 1.11 -0.92
Sc 0.071845 -0.037401 0.410460 1.49 -0.82 0.63
P -0.028060 -2.512114 1.126677 -1.11 -0.13 1.77
C -1.081736 -3.269237 -0.162681 0.06 0.15 -0.13
O -3.357505 2.790969 0.125840 -0.77 0.33 0.85
O -1.388623 2.770614 1.916972 1.01 -0.57 0.82
H -4.074469 0.108140 -2.975495 -0.09 0.02 -0.04
H -3.055201 -3.861456 -1.746850 -0.06 -0.25 -0.02
H -4.564497 -2.332200 -3.022592 -0.49 -0.24 -0.36
C 0.348353 1.676990 -3.212485 0.66 -0.41 -0.27
C -0.252335 3.509920 -1.269922 -0.06 0.34 0.50
H -1.781487 -3.945248 0.369717 0.43 0.19 -0.53
H -0.427871 -3.865815 -0.822832 -0.43 0.27 0.00
H -2.712745 2.013630 -1.176820 1.04 -0.87 -0.85
H -2.181366 1.658530 -2.885855 -0.42 -0.28 0.26
C 1.223441 -3.809569 1.441250 0.48 0.27 -0.47
C -1.147363 -3.023458 2.526028 -0.05 0.00 0.25
H -1.263970 1.815632 2.217224 -0.04 0.75 -0.49
H -0.583765 3.244594 2.218266 -0.76 -0.42 -0.26
H -2.755682 2.873779 0.909484 -0.43 -0.19 -0.38
H -4.123140 2.238145 0.356734 0.50 0.40 0.23
H 1.054973 -1.456498 -0.267923 0.11 -0.24 -0.88
H -0.994402 0.132265 1.914762 -0.39 0.31 0.35
H -0.085628 2.500795 -3.792790 0.02 -0.15 0.20
H 1.441153 1.800737 -3.181982 -0.29 -0.06 -0.11
H 0.117646 0.732375 -3.720870 0.12 0.14 0.19
H -0.660504 4.041458 -2.142528 0.05 -0.25 0.23
H -0.833129 3.782004 -0.377403 0.19 -0.07 -0.29
H 0.784365 3.844291 -1.112192 -0.26 -0.20 -0.06
H -1.225755 -4.119122 2.547445 -0.12 0.18 0.21
H -0.757691 -2.653251 3.486146 -0.15 -0.13 -0.26
H -2.146903 -2.591695 2.369388 0.29 -0.02 0.09
H 0.752748 -4.757333 1.753001 0.22 0.44 -0.17
H 1.798166 -3.944215 0.514510 0.03 -0.10 0.34
H 1.900766 -3.440435 2.227671 -0.20 -0.27 -0.24
C 3.901813 -0.375358 1.629364 -0.22 -0.37 0.21
C 3.158315 0.861483 1.147385 -0.69 1.38 -0.55
O 1.796409 0.723117 0.880188 1.53 0.20 0.96
C 3.337000 2.005029 2.234197 -0.44 -0.54 -0.10
F 4.641946 2.256450 2.544094 -1.13 -0.09 -0.21
F 2.759831 3.170645 1.838766 0.50 -0.73 0.50
F 2.707230 1.594713 3.378592 0.62 0.62 -0.81
C 3.840680 1.312271 -0.196401 -0.25 -0.89 0.00
F 5.194012 1.399118 -0.054029 -0.95 0.18 -0.52
F 3.564301 0.324687 -1.112799 0.59 1.11 0.50
F 3.382039 2.476321 -0.717061 0.42 -0.76 0.35
H 3.529806 -0.677617 2.607983 -0.04 0.12 0.02
H 4.974909 -0.187043 1.701059 -0.16 -0.02 0.01
H 3.723416 -1.205530 0.948391 -0.02 0.09 -0.15

***

56
Properties=species:S:1:pos:R:3:forces:R:3 method="wB97M-V/def2-TZVPD" relative_energy_kcal_mol=0.0 lumo_ev=0.49 spin_multiplicity=1 energy_ev=-59567.4433 mol_weight_da=535.2
C 0.959151 -1.346386 -4.025794 0.50 -0.10 -0.20
C 1.024800 -0.963180 -2.661887 -0.13 0.51 0.90
N -0.154140 -0.797304 -1.942712 0.37 -0.16 -0.47
C -1.336900 -1.071829 -2.523887 -0.12 -0.28 -1.08
C -1.438426 -1.434038 -3.878456 0.26 0.18 0.76
C -0.253039 -1.570849 -4.633482 -0.46 0.15 0.47
C 2.291261 -0.658878 -2.029665 0.69 0.00 -0.16
P 2.469124 -0.385695 -0.294769 -1.19 -0.15 -0.55
Y -0.049543 -0.322471 0.478628 0.06 -1.14 0.33
P -2.591330 -0.034685 -0.169398 2.18 -0.47 -0.02
C -2.615754 -1.100408 -1.677415 -0.83 0.49 0.46
O 1.783398 2.150746 -2.812963 0.31 -0.65 0.59
O -0.821856 2.594679 -2.444644 0.69 -0.08 -0.39
H 1.915193 -1.452573 -4.564323 -0.65 0.01 0.23
H -2.423559 -1.619409 -4.294031 0.21 -0.02 -0.05
H -0.318500 -1.861842 -5.681798 0.11 0.08 0.24
C 3.109040 -1.814221 0.648681 0.92 0.06 -0.11
C 3.435044 1.071951 0.146028 1.11 0.00 -0.17
H -3.510610 -0.725503 -2.216127 0.52 -0.78 -0.33
H -2.779402 -2.128056 -1.277060 0.02 0.60 -0.48
H 2.070745 1.223266 -2.529781 -0.31 0.47 -0.17
H 3.223706 -0.879021 -2.580861 -0.68 -0.03 0.00
C -3.427197 -0.851501 1.198550 -1.32 -0.12 0.09
C -3.226920 1.591060 -0.473313 -1.41 0.45 -0.26
H 0.342354 1.852419 -0.109324 -0.37 -0.08 -0.68
H -0.775707 3.504631 -2.131423 0.00 -0.02 -0.07
H 0.127062 2.384542 -2.713146 -0.97 0.24 0.28
H 2.154514 2.253333 -3.684135 0.19 0.13 -0.53
H -0.311151 -2.202801 0.558547 -0.52 -1.12 -0.32
H -0.074722 1.584924 -0.705506 0.45 0.93 0.38
H 4.156634 -1.944525 0.319253 -0.32 -0.41 0.42
H 3.067862 -1.621546 1.737381 0.14 -0.05 -0.51
H 2.502892 -2.711394 0.437797 0.27 0.46 -0.06
H 4.489318 0.830295 -0.095610 -0.26 0.69 0.25
H 3.076112 1.940631 -0.433411 0.27 -0.45 0.15
H 3.327747 1.302775 1.221540 0.19 -0.20 -0.50
H -4.306078 1.447072 -0.709311 0.49 0.80 0.01
H -3.096863 2.211045 0.437172 -0.17 -0.43 -0.46
H -2.663351 2.061271 -1.302041 -0.40 -0.38 0.33
H -4.497845 -0.905624 0.906366 0.34 -0.25 0.65
H -3.015755 -1.862072 1.383987 -0.16 0.54 -0.34
H -3.298986 -0.270582 2.136009 -0.09 -0.19 -0.71
C 1.407659 0.742925 3.347939 0.61 0.23 0.62
C -0.028199 0.295170 3.394774 -1.91 0.39 0.00
O -0.714941 0.611221 2.233819 0.37 -0.08 1.13
C -0.126672 -1.239303 3.669002 0.36 -1.21 -0.56
F 0.377302 -1.613836 4.861222 -0.51 0.17 -0.63
F -1.389812 -1.725523 3.535475 1.35 0.46 0.34
F 0.651716 -1.935573 2.712467 -0.84 1.26 1.20
C -0.819266 1.032859 4.539824 0.40 -0.27 0.10
F -0.248080 0.780108 5.756425 -0.62 0.48 -0.63
F -0.801529 2.369072 4.330614 0.02 -0.79 0.27
F -2.115453 0.641981 4.588954 0.91 0.34 0.12
H 1.957212 0.228569 2.541871 -0.24 0.11 0.37
H 1.879031 0.514392 4.317807 0.17 0.20 -0.44
H 1.432731 1.829711 3.156120 -0.01 -0.50 0.14

***

72
Properties=species:S:1:pos:R:3:forces:R:3 method="wB97M-V/def2-TZVPD" lumo_ev=-0.13 spin_multiplicity=1 energy_ev=-131425.2850 mol_weight_da=974.5 smiles="C[C@H](I)[C@H](I)COC=O.O=S1(=O)OCCO1.O=S1(=O)OCCO1.O=S1(=O)OCCO1.O=S1(=O)OCCO1.O=S1(=O)OCCO1"
C 5.076818 2.474605 2.008326 -1.37 0.51 -0.69
C 4.439639 1.206955 1.210434 1.74 0.50 2.22
I 4.123124 1.873179 -0.820912 -0.12 -0.34 0.41
C 3.179325 0.756525 2.053837 0.27 -0.08 -0.42
I 3.903544 -0.810412 3.444723 -0.23 0.69 -0.29
C 1.939096 0.124787 1.305120 -0.23 -0.31 0.49
O 0.725468 0.566937 2.033659 -0.32 2.40 -1.54
C 0.418092 1.893956 1.633767 -1.62 0.13 0.36
O -0.732594 2.323330 1.497409 2.88 -1.65 0.60
H 6.108640 2.753162 1.639128 -1.16 -0.54 0.61
H 4.995572 2.346811 3.137453 0.51 -0.15 -1.47
H 4.383209 3.356959 1.755350 1.09 -1.09 0.43
H 5.267344 0.415721 1.224920 -1.56 0.91 -0.51
H 2.891051 1.619220 2.751591 0.12 -1.36 -1.22
H 1.946127 -1.019952 1.373221 -0.07 1.80 -0.19
H 1.767520 0.432874 0.230246 0.82 -0.29 1.12
H 1.296180 2.618500 1.478118 -0.79 -1.33 0.09
O 6.773181 -3.108146 6.114286 -0.12 -0.12 -0.99
S 6.646086 -3.704486 4.819358 0.06 -0.13 0.07
O 7.032363 -3.035613 3.616028 -0.09 -0.28 0.94
O 5.121379 -4.230283 4.652728 0.70 0.19 0.42
C 5.123687 -5.635517 4.396250 0.07 -0.47 -0.47
C 6.379405 -6.163753 5.071418 -0.39 -0.18 0.48
O 7.367918 -5.156202 4.853459 -0.38 0.63 -0.44
H 5.164444 -5.784418 3.313867 -0.01 -0.03 0.06
H 4.218060 -6.095963 4.791075 0.03 0.27 0.06
H 6.704577 -7.117436 4.657065 0.17 0.22 -0.08
H 6.234033 -6.267070 6.150587 -0.04 -0.05 -0.06
O 0.540783 4.053074 -4.482209 -0.14 -1.01 0.14
S 0.229543 2.787129 -3.891620 0.01 0.17 0.16
O 0.835139 1.562942 -4.317310 -0.20 0.88 0.20
O -1.381824 2.602872 -3.912649 0.69 0.39 0.00
C -1.859571 2.418543 -2.578419 -0.12 -0.32 0.53
C -0.870736 3.153787 -1.690911 -0.51 0.50 0.03
O 0.408246 2.914020 -2.284687 -0.09 -0.54 -0.78
H -1.861613 1.346167 -2.362610 -0.03 0.04 0.03
H -2.872244 2.809532 -2.478184 0.06 0.02 -0.22
H -0.890835 2.797954 -0.663043 0.20 -0.02 -0.14
H -1.053299 4.232181 -1.705162 -0.06 -0.06 0.02
O -7.819020 3.120759 -3.503679 1.05 0.17 0.33
S -6.392517 3.211466 -3.547174 -0.20 0.00 -0.32
O -5.571929 3.145829 -2.374071 -0.62 -0.11 -0.63
O -5.994461 4.542408 -4.382449 -0.42 -0.70 0.26
C -5.187340 4.181364 -5.505213 0.60 -0.16 -0.20
C -5.614125 2.768342 -5.867446 -0.35 0.28 -0.52
O -5.846314 2.120524 -4.615565 0.21 0.56 0.71
H -4.138970 4.210158 -5.195035 -0.02 -0.01 -0.08
H -5.341347 4.882038 -6.325726 -0.16 0.03 0.22
H -4.853752 2.238121 -6.439857 -0.02 -0.10 0.28
H -6.554119 2.770458 -6.426498 0.08 0.03 -0.02
O -6.113127 -1.458060 3.113426 0.39 -0.13 -0.95
S -5.501315 -1.213683 1.842948 -0.03 0.18 0.13
O -5.748361 -2.029771 0.694303 -0.04 0.44 0.81
O -3.899129 -1.103774 2.065932 -0.81 0.07 0.14
C -3.438356 0.170173 1.611465 0.23 0.38 -0.34
C -4.618980 1.110661 1.788663 0.31 0.21 0.51
O -5.765574 0.333977 1.437998 0.27 -0.83 -0.22
H -3.163001 0.076746 0.556917 0.00 0.07 0.02
H -2.568258 0.487574 2.185817 -0.10 -0.20 0.02
H -4.545110 1.994964 1.156462 -0.21 -0.18 -0.09
H -4.725237 1.418478 2.832750 0.08 0.02 -0.06
O 2.202234 -4.765087 -1.762614 -0.28 0.52 0.88
S 1.598014 -3.817209 -0.877727 -0.13 -0.05 -0.29
O 2.131143 -3.515067 0.415273 -0.09 -0.19 -0.83
O 0.031541 -4.201530 -0.716656 0.75 0.12 -0.38
C -0.778044 -3.098448 -1.128009 -0.23 0.55 0.15
C 0.050239 -2.358757 -2.166862 -0.38 -0.33 -0.45
O 1.392626 -2.424707 -1.683567 0.01 -0.39 0.80
H -0.967894 -2.469945 -0.253168 -0.03 0.00 -0.05
H -1.726558 -3.452282 -1.532012 0.17 -0.19 0.08
H -0.263978 -1.322517 -2.289145 0.28 -0.01 0.10
H 0.014137 -2.865676 -3.135193 -0.07 0.06 0.04